# 1
Below is a molecular structure, C60H47CdFGeN2OP3S, with properties calculated with the ωB97M-V functional and the def2-TZVPD basis.

Last column: Löwdin charge in e.
Positions of all 117 atoms, in Å:
Cd -0.054946 -0.531494 -0.214395  1.0428
F 1.760164 3.243347 1.684846  -0.3423
Ge 0.646489 2.001732 0.925420  0.7627
C 0.711468 3.146412 -0.790664  -0.2673
C 1.241680 4.443339 -0.685868  -0.1111
C 1.178460 5.338242 -1.739577  -0.0778
C 0.583164 4.971252 -2.940852  -0.0813
C 0.079143 3.695464 -3.075796  -0.1015
C 0.152829 2.780784 -2.018101  -0.4154
P -0.524040 1.113638 -2.318762  0.9961
C -2.229754 1.538296 -2.824758  -0.3576
C -2.848415 1.225025 -4.029690  -0.0799
C -4.185534 1.547594 -4.236532  -0.0831
C -4.916217 2.186244 -3.247637  -0.0894
C -4.301833 2.516644 -2.045612  -0.0749
C -2.973971 2.191471 -1.836307  -0.1078
C 0.398679 0.547635 -3.781206  -0.3613
C 1.712080 0.976332 -3.970640  -0.0878
C 2.483999 0.450080 -4.994484  -0.0774
C 1.959201 -0.516991 -5.841445  -0.0920
C 0.670280 -0.983903 -5.632502  -0.0844
C -0.098342 -0.469326 -4.597789  -0.1254
C 1.241131 0.863642 2.554269  -0.3144
C 0.900895 1.356820 3.815788  -0.1073
C 1.295623 0.694342 4.965209  -0.0810
C 2.053246 -0.470026 4.876913  -0.0937
C 2.420513 -0.959502 3.636920  -0.1001
C 2.012193 -0.296569 2.477111  -0.4124
P 2.578244 -0.714677 0.789442  1.0173
C 4.169239 0.181772 0.842576  -0.3474
C 4.261378 1.375819 0.135495  -0.0915
C 5.402050 2.163031 0.231151  -0.0737
C 6.453762 1.758499 1.036276  -0.0854
C 6.372319 0.559683 1.737758  -0.0792
C 5.237926 -0.227508 1.639061  -0.0912
C 2.992583 -2.481172 0.800248  -0.3790
C 4.094284 -2.971916 0.102714  -0.1016
C 4.261763 -4.337888 -0.076378  -0.0869
C 3.318113 -5.228390 0.416549  -0.0902
C 2.204679 -4.746390 1.092327  -0.0773
C 2.043810 -3.382900 1.281579  -0.1098
C -1.107195 2.672994 1.575165  -0.3036
C -1.270121 4.051086 1.726114  -0.0891
C -2.496885 4.599068 2.066821  -0.0711
C -3.602870 3.774452 2.231879  -0.0821
C -3.462535 2.403303 2.097804  -0.1110
C -2.216173 1.846619 1.801624  -0.3941
P -1.959200 0.036433 1.754340  1.0096
C -3.599111 -0.580462 1.234063  -0.3916
C -4.621368 -0.933434 2.112104  -0.0941
C -5.860138 -1.323323 1.622235  -0.0826
C -6.088043 -1.373125 0.252699  -0.0844
C -5.064782 -1.055067 -0.628696  -0.0685
C -3.827940 -0.666002 -0.137367  -0.1382
C -1.860591 -0.403168 3.534633  -0.3530
C -1.056070 -1.465797 3.933205  -0.1248
C -0.987074 -1.843083 5.266365  -0.0821
C -1.713218 -1.153170 6.223878  -0.0830
C -2.491032 -0.067609 5.843454  -0.0758
C -2.559340 0.308139 4.510702  -0.0912
H 1.709979 4.740358 0.240110  0.0872
H 1.591039 6.333668 -1.623210  0.1017
H 0.519573 5.673494 -3.762674  0.1020
H -0.377357 3.392218 -4.012186  0.1114
H -2.295294 0.748393 -4.825990  0.0865
H -4.653658 1.294748 -5.179702  0.1021
H -5.957603 2.431910 -3.412976  0.1008
H -4.858428 3.018367 -1.263874  0.1059
H -2.505674 2.451514 -0.891161  0.0923
H 2.135307 1.724845 -3.312464  0.1046
H 3.501545 0.795553 -5.127823  0.1039
H 2.559872 -0.919135 -6.647671  0.1018
H 0.264678 -1.766203 -6.262043  0.1067
H -1.077634 -0.889783 -4.408152  0.0852
H 0.324737 2.272437 3.895229  0.1049
H 1.005600 1.077215 5.936706  0.1066
H 2.365689 -0.985092 5.777446  0.1038
H 3.027501 -1.856054 3.566721  0.1022
H 3.430180 1.702150 -0.481010  0.0848
H 5.462316 3.092368 -0.320516  0.1051
H 7.338785 2.375933 1.123511  0.1011
H 7.192249 0.245526 2.371437  0.1023
H 5.180271 -1.161380 2.185918  0.1053
H 4.827342 -2.282051 -0.299115  0.1055
H 5.123825 -4.707295 -0.617988  0.1022
H 3.448408 -6.293260 0.271920  0.0995
H 1.455583 -5.432809 1.466832  0.1031
H 1.165762 -3.014675 1.801829  0.0696
H -0.416300 4.700576 1.572436  0.0965
H -2.596525 5.670479 2.191309  0.1032
H -4.570858 4.197352 2.470803  0.1020
H -4.330867 1.765433 2.214406  0.1001
H -4.450504 -0.914119 3.181171  0.0983
H -6.651494 -1.585095 2.313726  0.1018
H -7.060493 -1.663620 -0.124675  0.1011
H -5.220564 -1.110674 -1.698835  0.1087
H -3.032042 -0.439259 -0.837429  0.0321
H -0.462297 -1.991732 3.200865  0.0525
H -0.352292 -2.671585 5.554428  0.1083
H -1.663473 -1.448629 7.264387  0.1024
H -3.046463 0.491317 6.586201  0.1035
H -3.152282 1.170671 4.236958  0.0953
O 1.546464 -1.433804 -1.746964  -0.3492
N 1.328805 -2.474287 -2.514329  -0.2103
C 2.381325 -2.948256 -3.219232  -0.0375
C 2.260967 -4.020632 -4.058944  -0.0653
C 1.017848 -4.644718 -4.165568  -0.0789
C -0.036215 -4.165921 -3.427713  -0.1023
C 0.094405 -3.048696 -2.586233  -0.6824
S -1.237357 -2.414081 -1.700982  0.5374
H 3.295162 -2.399745 -3.051301  0.1354
H 3.121538 -4.355258 -4.619523  0.1056
H 0.883920 -5.500722 -4.813791  0.1052
H -1.009723 -4.633191 -3.471066  0.0989
N -2.517653 -3.905922 1.346269  0.1187
C -1.674147 -3.107397 1.284605  -0.1229
H -3.268109 -4.557832 1.266273  0.0854

Atomic forces in eV per Å
Cd -0.009 -0.073 -0.623
F -0.018 0.061 0.049
Ge -0.064 0.497 0.575
C 0.262 -0.173 -0.247
C 0.014 -0.095 -0.035
C -0.010 0.027 0.008
C 0.004 0.035 -0.023
C -0.012 -0.037 -0.013
C 0.026 0.026 0.082
P -0.042 0.294 -0.007
C -0.016 -0.057 0.112
C 0.006 0.031 -0.035
C 0.012 -0.012 0.006
C -0.007 0.010 0.001
C -0.010 -0.008 -0.004
C 0.016 0.002 0.010
C -0.040 -0.153 0.054
C -0.041 0.086 -0.058
C 0.002 -0.015 -0.011
C 0.018 -0.007 0.013
C -0.005 0.009 0.004
C -0.012 -0.041 -0.003
C 0.139 -0.173 -0.156
C 0.036 0.044 -0.052
C -0.005 -0.009 0.014
C 0.041 0.028 0.011
C -0.026 -0.043 -0.012
C -0.099 0.024 -0.008
P 0.025 0.068 0.574
C -0.024 -0.034 -0.305
C 0.006 0.006 -0.025
C -0.012 -0.001 0.005
C 0.008 -0.019 0.001
C 0.008 0.016 -0.014
C 0.011 -0.006 0.009
C -0.039 0.012 -0.122
C 0.060 0.000 0.065
C -0.031 -0.003 -0.031
C 0.004 0.002 -0.002
C 0.021 -0.003 0.015
C 0.015 -0.002 0.047
C -0.123 -0.119 0.025
C 0.006 -0.016 -0.014
C -0.012 0.001 -0.007
C -0.001 0.011 -0.002
C -0.019 -0.013 -0.062
C 0.080 0.024 -0.056
P -0.136 -0.039 0.120
C 0.024 0.002 0.000
C 0.017 -0.033 0.015
C 0.002 -0.012 -0.009
C -0.006 -0.006 0.011
C 0.006 0.007 0.000
C -0.008 -0.021 -0.012
C 0.037 0.041 -0.027
C -0.021 -0.043 -0.022
C -0.051 -0.023 -0.002
C 0.004 0.001 -0.015
C 0.004 -0.002 0.006
C -0.004 0.016 0.006
H 0.003 0.008 0.000
H 0.001 -0.007 0.010
H 0.006 -0.007 0.001
H 0.002 -0.004 0.006
H -0.002 -0.001 0.008
H 0.007 0.015 -0.003
H 0.006 -0.003 0.002
H 0.007 0.005 -0.003
H -0.010 -0.004 -0.009
H -0.006 0.012 -0.018
H -0.008 0.012 -0.009
H 0.001 -0.006 0.009
H -0.001 0.005 0.000
H 0.014 -0.005 0.019
H 0.003 -0.011 0.016
H 0.007 0.008 -0.008
H -0.014 -0.006 -0.004
H 0.002 0.010 -0.010
H 0.016 -0.009 -0.015
H -0.017 0.008 0.023
H 0.001 -0.008 -0.009
H 0.003 -0.008 -0.019
H -0.023 0.022 0.028
H -0.008 -0.003 -0.007
H 0.011 0.005 0.023
H -0.011 0.004 -0.011
H 0.004 0.006 0.009
H -0.028 -0.008 -0.029
H -0.008 0.004 0.000
H 0.000 0.000 -0.020
H 0.002 0.001 -0.011
H 0.008 -0.019 0.014
H -0.006 0.033 -0.004
H 0.004 -0.002 -0.004
H 0.012 -0.024 0.001
H -0.002 0.013 0.009
H -0.014 0.058 -0.015
H -0.003 -0.015 -0.037
H 0.008 0.012 -0.001
H 0.009 0.008 -0.002
H 0.010 0.004 -0.001
H -0.005 -0.011 -0.004
O 0.031 -0.036 0.028
N 0.040 0.055 0.046
C -0.005 -0.048 0.008
C -0.017 0.001 -0.008
C 0.009 -0.019 0.003
C -0.030 0.010 0.007
C -0.060 0.026 -0.010
S 0.074 0.041 0.046
H -0.022 0.040 -0.013
H 0.003 -0.011 0.023
H 0.001 0.007 0.003
H -0.001 0.017 -0.020
N 0.008 0.001 -0.075
C -0.013 -0.293 0.222
H -0.009 0.026 -0.004

Kohn-Sham gap (spin up / spin down) = 5.74 / 7.27 eV
HOMO level (spin up / spin down) = -5.2 / -7.4 eV
E_LUMO (spin up / spin down) = 0.583 / -0.128 eV
Spin multiplicity = 2
Energy = -6266.0795 a.u.
Total charge = 0
Energy above the lowest of the compared OMol25 structures with the same formula, charge and spin = 0.0000 eV

# 2
Below is a single C3H9NS2 molecule in a non-equilibrium geometry, with properties calculated with the ωB97M-V functional and the def2-TZVPD basis.

Last column: Löwdin charge in e.
Positions of all 15 atoms, in Å:
N -0.375988 -0.981637 -1.465465  -0.0053
C 0.432486 0.182091 -1.687550  -0.4114
C 0.503825 1.182066 -0.567376  -0.5698
S 1.516257 0.724063 0.860873  0.4797
S 0.713396 -0.972485 1.627307  0.4216
C -0.846616 -0.417473 2.439415  -0.4089
H -0.300805 -1.592120 -2.258686  0.0666
H -0.290728 -1.434619 -0.575916  -0.0152
H 1.449974 0.154432 -2.038349  0.0800
H 0.054124 0.634384 -2.732089  0.1456
H 1.113994 2.074830 -0.859281  0.0731
H -0.531692 1.507069 -0.253944  0.0903
H -0.950722 0.659442 2.370619  0.0304
H -1.521038 -0.839510 1.732242  -0.0027
H -0.966466 -0.880533 3.408199  0.0259

Atomic forces in eV per Å
N -0.160 0.437 -0.294
C -0.432 1.759 -2.956
C -1.114 1.091 0.253
S 0.013 -0.059 0.147
S 0.154 0.071 0.658
C 0.719 -0.354 -1.063
H -0.118 -0.462 0.137
H 0.501 -0.254 0.053
H 1.125 -1.477 0.316
H -0.021 -0.179 2.383
H -0.826 -0.501 -0.168
H 1.120 -0.192 -0.134
H 0.193 0.079 0.481
H -1.231 -0.215 -0.080
H 0.078 0.255 0.269

Kohn-Sham gap = 9.37 eV
HOMO level = -8.6 eV
E_LUMO = 0.809 eV
Energy = -970.8002 a.u.
Total charge = 0
Energy above the lowest of the compared OMol25 structures with the same formula, charge and spin = 0.8573 eV

# 3
Below is 3 unconnected molecules or ions with the total composition C23H44O8S in a non-equilibrium geometry, with properties calculated with the ωB97M-V functional and the def2-TZVPD basis.

Last column: Löwdin charge in e.
Positions of all 76 atoms, in Å:
C 6.768882 0.791119 1.957899  -0.0983
C 7.360627 1.614782 0.793751  -0.2567
C 6.425218 1.636712 -0.441151  -0.2072
C 5.404375 2.773204 -0.242006  -0.2217
C 4.005191 2.400608 -0.721538  -0.2237
C 3.125931 3.658125 -0.814486  -0.2089
C 1.636547 3.247581 -0.864632  -0.2258
C 0.974861 3.379284 0.499874  -0.2169
C -0.411181 2.721652 0.628678  -0.1985
C -1.291086 3.041909 -0.584485  -0.2129
C -2.737969 3.356453 -0.220404  -0.1794
C -3.718439 2.231786 0.229958  -0.1408
C -3.291736 0.792213 -0.073358  -0.2239
O -3.195529 0.526703 -1.498668  -0.3262
S -3.776118 -0.910649 -1.987322  0.9504
O -5.199534 -0.781777 -1.859358  -0.3870
O -3.464506 -2.051747 -0.793276  -0.3336
O -2.089153 -2.170701 -0.454721  -0.1402
C -1.640898 -3.385142 -1.076278  -0.2333
C -1.093450 -4.303384 0.010114  -0.0611
H 7.545306 0.180422 2.405825  0.0614
H 6.390151 1.425226 2.749670  0.0634
H 5.974501 0.170400 1.574190  0.0611
H 8.377352 1.342201 0.533661  0.0924
H 7.395252 2.645322 1.133303  0.0884
H 7.045447 1.796135 -1.314799  0.1010
H 5.835807 0.728493 -0.504362  0.0951
H 5.757638 3.679132 -0.731156  0.1140
H 5.327135 3.001099 0.817121  0.1048
H 3.994560 1.915410 -1.693481  0.1164
H 3.522367 1.768131 0.010422  0.1101
H 3.399887 4.211423 -1.704399  0.1063
H 3.320115 4.217298 0.098192  0.1054
H 1.539977 2.239887 -1.262537  0.1136
H 1.167180 3.892460 -1.602084  0.0981
H 1.686570 2.993105 1.228605  0.1071
H 0.875202 4.444488 0.706006  0.1146
H -0.845991 3.092183 1.554954  0.1079
H -0.252326 1.656194 0.776618  0.1035
H -0.887661 3.965997 -0.990830  0.0984
H -1.163049 2.299817 -1.363476  0.1097
H -2.671150 4.047407 0.613797  0.1030
H -3.205508 3.865476 -1.056145  0.1028
H -4.687431 2.387339 -0.235938  0.1163
H -3.875410 2.288163 1.299561  0.0953
H -2.391468 0.500562 0.448145  0.1154
H -4.061795 0.146631 0.331416  0.0777
H -0.795947 -3.108619 -1.701805  0.1092
H -2.420082 -3.866596 -1.648040  0.1200
H -1.927283 -4.599586 0.636750  0.0764
H -0.642879 -5.176141 -0.449408  0.0691
H -0.388960 -3.758609 0.621074  0.0765
O -6.067591 2.440167 2.956640  0.1270
C -6.368834 1.298237 2.785244  -0.4843
O -5.566817 0.414314 2.143524  0.0012
C -6.246346 -0.848462 1.992587  -0.1466
C -7.315547 -0.855694 3.075668  -0.1529
C -7.667176 0.625950 3.184411  -0.0719
H -6.668424 -0.895557 0.986630  0.1295
H -5.529575 -1.657536 2.110486  0.1275
H -8.161370 -1.497712 2.838656  0.1156
H -6.886570 -1.200209 4.017935  0.1174
H -8.443219 0.915644 2.474679  0.1325
H -7.954140 0.911165 4.191994  0.1241
O 2.180729 -2.992859 -0.872684  0.1245
C 2.264011 -3.964366 -1.559527  -0.5023
O 1.779680 -4.025189 -2.823447  0.0180
C 1.930298 -5.357316 -3.346493  -0.1543
C 3.042322 -5.986919 -2.520779  -0.1543
C 2.857445 -5.304207 -1.167578  -0.0727
H 0.979366 -5.883281 -3.232575  0.1244
H 2.174535 -5.300795 -4.404186  0.1243
H 2.985994 -7.072904 -2.482818  0.1156
H 4.013335 -5.715696 -2.938022  0.1188
H 2.141796 -5.832979 -0.535528  0.1264
H 3.796565 -5.173375 -0.644258  0.1241

Atomic forces in eV per Å
C 0.769 0.275 -0.369
C -0.753 0.145 -0.032
C 0.242 0.770 1.238
C -0.091 -0.720 -0.599
C -0.054 1.407 -0.020
C -0.379 -1.384 0.150
C 0.441 0.644 -0.326
C -0.102 -0.021 -0.307
C 0.860 0.009 -0.023
C 0.045 0.207 0.672
C -0.463 -0.545 0.035
C 1.011 -0.412 -0.706
C -1.009 0.522 0.635
O 0.733 -1.096 0.599
S 0.612 1.047 -1.098
O -0.747 -0.596 0.258
O -0.666 0.797 0.730
O -0.382 -0.130 -0.616
C 1.630 -0.191 0.591
C -0.902 0.372 -0.221
H -0.028 -0.309 0.104
H -0.256 0.120 0.093
H -0.268 -0.388 0.157
H 0.103 -0.361 0.020
H 0.429 0.264 -0.007
H -0.242 -0.128 -0.463
H 0.333 -0.474 -0.268
H -0.020 0.168 -0.098
H 0.004 0.102 0.239
H 0.161 -0.300 -0.079
H 0.036 -0.617 0.153
H 0.147 0.401 0.007
H -0.055 0.544 -0.098
H 0.048 -0.283 0.036
H -0.395 0.061 0.001
H -0.120 -0.168 0.323
H 0.003 0.202 0.103
H -0.299 0.032 0.062
H -0.184 -0.286 -0.122
H -0.078 0.193 -0.225
H -0.200 -0.266 -0.141
H -0.171 0.431 -0.012
H -0.001 0.243 -0.141
H -0.154 0.067 -0.012
H -0.045 -0.104 0.247
H 0.626 0.082 -0.309
H -0.223 -0.075 0.017
H -0.093 0.097 -0.491
H -0.275 0.168 -0.108
H -0.035 -0.304 0.243
H 0.183 -0.180 0.048
H 0.382 0.004 0.073
O 0.274 0.127 0.027
C -0.344 0.170 -0.089
O -0.093 -0.127 0.158
C -0.098 -0.211 -0.030
C -0.126 0.050 0.056
C 0.211 -0.531 0.120
H 0.029 0.036 -0.009
H 0.161 0.130 -0.072
H 0.022 0.000 -0.080
H 0.014 -0.016 -0.014
H -0.005 0.095 0.040
H -0.084 0.243 -0.080
O -0.100 0.303 -0.111
C -0.024 -0.240 0.444
O 0.001 -0.012 -0.075
C 0.043 -0.147 -0.078
C 0.051 -0.100 0.132
C 0.157 -0.169 -0.614
H 0.001 0.013 0.028
H -0.077 0.176 -0.012
H -0.069 0.003 -0.028
H -0.025 -0.002 -0.025
H 0.031 0.070 0.080
H -0.057 0.100 0.286

Kohn-Sham gap = 10.27 eV
HOMO level = -9.7 eV
E_LUMO = 0.545 eV
Energy = -1902.7472 a.u.
Total charge = 0

Question: Among the records above, which one has the lowest energy?
Answer: C60H47CdFGeN2OP3S

Question: Number 1 is which compound?
Answer: C60H47CdFGeN2OP3S

Question: Which value of total charge does entry 2 give?
Answer: 0